No. 1
Below is a structure of composition C49H89AsF6N6 in a non-equilibrium geometry, with properties calculated with ωB97M-V/def2-TZVPD.

Expectation value of S²: 0.752
HOMO energy (alpha / beta) in Eh: -0.1728 / -0.3241
Multiplicity: 2
Frontier orbital gap (alpha / beta) in eV: 3.265 / 7.369
Net charge: +1

Cartesian coordinates (Å):
C1 -27.47 7.88 -18.62
C2 -26.16 7.10 -18.63
C3 -26.21 5.76 -19.38
N1 -25.21 4.77 -18.92
C4 -25.72 4.14 -17.56
C5 -24.82 3.01 -16.99
C6 -24.75 1.90 -17.96
C7 -24.30 2.33 -19.31
C8 -25.18 3.48 -19.87
C9 -23.79 5.43 -18.76
H1 -28.13 7.39 -17.90
H2 -27.94 8.09 -19.59
H3 -27.38 8.89 -18.22
H4 -26.00 7.03 -17.56
H5 -25.41 7.76 -19.07
H6 -25.97 6.05 -20.41
H7 -27.23 5.36 -19.45
H8 -26.75 3.83 -17.76
H9 -25.61 4.97 -16.85
H10 -25.22 2.61 -16.05
H11 -23.87 3.41 -16.61
H12 -25.76 1.52 -18.15
H13 -24.33 0.98 -17.57
H14 -24.36 1.51 -20.03
H15 -23.27 2.68 -19.40
H16 -26.22 3.27 -20.13
H17 -24.61 3.83 -20.72
H18 -23.03 4.67 -18.58
H19 -23.75 6.02 -17.84
H20 -23.64 5.96 -19.70
C10 -32.11 9.60 -12.51
C11 -33.14 8.47 -12.21
C12 -32.82 7.02 -12.70
C13 -33.57 5.87 -11.89
N2 -33.82 4.39 -12.52
C14 -34.56 3.49 -11.52
C15 -33.55 2.54 -10.95
C16 -32.60 2.31 -12.11
C17 -32.41 3.74 -12.48
C18 -34.41 4.39 -13.94
C19 -35.79 5.15 -13.97
C20 -36.32 5.35 -15.36
H21 -31.71 9.62 -13.53
H22 -31.16 9.53 -11.99
H23 -32.55 10.57 -12.27
H24 -34.03 8.91 -12.65
H25 -33.20 8.46 -11.12
H26 -31.77 6.76 -12.60
H27 -33.08 6.96 -13.76
H28 -34.60 6.17 -11.69
H29 -33.21 5.65 -10.88
H30 -35.27 2.91 -12.12
H31 -35.18 4.08 -10.84
H32 -34.03 1.61 -10.64
H33 -33.16 2.98 -10.03
H34 -32.80 1.55 -12.87
H35 -31.64 2.01 -11.70
H36 -32.02 3.95 -13.48
H37 -31.76 4.24 -11.76
H38 -34.52 3.35 -14.25
H39 -33.65 4.82 -14.59
H40 -35.87 6.08 -13.42
H41 -36.44 4.50 -13.39
H42 -37.29 5.84 -15.37
H43 -36.28 4.43 -15.94
H44 -35.68 6.04 -15.91
C21 -28.37 7.27 -8.56
C22 -27.98 7.78 -10.00
C23 -26.54 7.93 -10.30
C24 -25.67 6.71 -9.98
N3 -24.24 6.76 -10.53
C25 -24.37 6.63 -12.07
C26 -24.28 5.09 -12.40
C27 -23.13 4.64 -11.48
C28 -23.38 5.48 -10.17
C29 -23.44 7.99 -9.99
C30 -23.41 8.17 -8.42
C31 -22.69 9.47 -8.11
H45 -28.05 7.85 -7.69
H46 -28.04 6.25 -8.38
H47 -29.41 7.11 -8.29
H48 -28.47 8.75 -10.07
H49 -28.47 7.24 -10.80
H50 -26.07 8.67 -9.66
H51 -26.41 8.23 -11.34
H52 -26.16 5.79 -10.30
H53 -25.58 6.57 -8.90
H54 -23.50 7.16 -12.45
H55 -25.25 7.12 -12.47
H56 -23.99 5.04 -13.46
H57 -25.25 4.65 -12.20
H58 -22.21 5.01 -11.93
H59 -23.13 3.55 -11.46
H60 -22.44 5.79 -9.72
H61 -23.88 4.81 -9.47
H62 -23.98 8.83 -10.44
H63 -22.51 7.98 -10.56
H64 -22.85 7.33 -8.01
H65 -24.34 7.99 -7.88
H66 -22.91 9.88 -7.13
H67 -23.15 10.37 -8.50
H68 -21.67 9.46 -8.50
As1 -28.57 5.18 -14.07
F1 -29.80 6.34 -14.54
F2 -27.60 6.60 -13.37
F3 -27.41 4.02 -13.37
F4 -29.49 3.79 -14.85
F5 -27.68 5.38 -15.66
F6 -29.48 4.92 -12.53
N4 -23.10 6.98 -15.37
C32 -24.37 7.56 -15.20
C33 -24.25 8.90 -15.64
C34 -23.08 8.97 -16.32
C35 -22.29 7.91 -16.06
H69 -22.95 6.01 -15.16
H70 -25.26 7.05 -14.88
H71 -25.02 9.65 -15.79
H72 -22.75 9.79 -16.95
H73 -21.29 7.62 -16.36
N5 -31.39 3.34 -7.29
C36 -30.75 4.39 -7.83
C37 -30.12 3.93 -9.01
C38 -30.33 2.53 -9.06
C39 -31.00 2.18 -7.91
H74 -32.11 3.29 -6.59
H75 -31.06 5.32 -7.38
H76 -29.50 4.48 -9.71
H77 -29.86 1.83 -9.74
H78 -31.24 1.25 -7.42
N6 -28.49 1.55 -15.82
C40 -28.57 0.79 -17.03
C41 -27.57 -0.12 -17.10
C42 -26.81 -0.08 -15.91
C43 -27.47 0.92 -15.11
H79 -29.02 2.37 -15.53
H80 -29.37 1.03 -17.72
H81 -27.29 -0.76 -17.92
H82 -26.03 -0.76 -15.60
H83 -27.31 1.16 -14.07
C44 -32.27 2.66 -16.42
C45 -33.06 1.76 -17.03
C46 -34.10 2.11 -17.89
C47 -34.40 3.44 -18.12
C48 -33.59 4.41 -17.57
C49 -32.41 3.99 -16.82
H84 -31.61 2.42 -15.61
H85 -32.97 0.73 -16.71
H86 -34.65 1.34 -18.42
H87 -35.31 3.72 -18.62
H88 -33.77 5.45 -17.76
H89 -31.83 4.75 -16.32

Mulliken population analysis, charges in e, atoms 1 to 5: -1.64 0.57 -0.98 0.51 -0.42

No. 2
Below is a cluster of 17 separate species, C49H95Cl4N9O27 in total in a non-equilibrium geometry, with properties calculated with ωB97M-V/def2-TZVPD.

HOMO energy in Eh: -0.2825
Frontier orbital gap in eV: 6.801

Cartesian coordinates (Å):
C1 1.04 4.28 -1.15
C2 0.86 4.31 0.39
O1 -0.50 3.81 0.57
C3 -1.10 3.73 -0.63
O2 -2.24 3.29 -0.79
O3 -0.29 4.06 -1.65
H1 1.79 3.56 -1.48
H2 1.43 5.24 -1.47
H3 1.16 5.31 0.73
H4 1.56 3.57 0.79
C4 -3.40 2.99 2.50
C5 -4.85 2.85 2.79
O4 -5.33 4.16 2.67
C6 -4.32 5.05 2.37
O5 -4.52 6.26 2.08
O6 -3.16 4.40 2.45
H5 -3.14 2.62 1.51
H6 -2.77 2.54 3.26
H7 -4.98 2.39 3.77
H8 -5.24 2.13 2.07
C7 4.25 2.63 -3.57
C8 4.07 1.11 -3.68
O7 4.35 0.87 -5.07
C9 5.26 1.81 -5.43
O8 5.90 1.76 -6.52
O9 5.40 2.76 -4.46
H9 4.43 2.94 -2.54
H10 3.40 3.21 -3.92
H11 3.01 0.96 -3.48
H12 4.64 0.47 -3.01
C10 -1.47 -1.48 4.69
C11 -2.47 -1.02 5.77
O10 -3.31 -0.18 4.97
C12 -3.31 -0.47 3.73
O11 -4.03 -0.13 2.86
O12 -2.23 -1.26 3.49
H13 -0.99 -2.45 4.78
H14 -0.60 -0.82 4.65
H15 -2.05 -0.46 6.60
H16 -2.89 -1.94 6.16
C13 5.86 2.66 0.50
C14 5.04 2.51 1.76
O13 4.23 3.63 1.79
C15 4.36 4.35 0.64
O14 3.73 5.39 0.31
O15 5.18 3.75 -0.15
H17 5.79 1.83 -0.20
H18 6.86 2.87 0.85
H19 5.66 2.52 2.65
H20 4.60 1.52 1.64
C16 0.65 -0.06 2.09
C17 -0.53 -0.14 1.08
O16 0.04 0.19 -0.15
C18 1.33 0.63 0.05
O17 2.08 0.97 -0.84
O18 1.70 0.58 1.36
H21 0.87 -1.10 2.35
H22 0.38 0.48 3.00
H23 -1.27 0.61 1.34
H24 -0.98 -1.12 1.19
C19 6.02 -1.86 3.75
C20 4.86 -0.99 4.15
O19 4.26 -0.35 3.29
N1 4.45 -0.90 5.38
C21 3.22 -0.28 5.79
H25 6.25 -2.58 4.53
H26 6.85 -1.29 3.33
H27 5.61 -2.49 2.96
H28 4.99 -1.35 6.10
H29 3.28 0.08 6.82
H30 2.44 -1.04 5.83
H31 2.90 0.60 5.22
C22 0.15 -5.44 1.34
C23 0.68 -4.19 2.05
O20 -0.13 -3.26 2.17
N2 1.96 -4.20 2.51
C24 2.38 -3.12 3.36
H32 0.47 -6.34 1.86
H33 0.48 -5.60 0.31
H34 -0.93 -5.38 1.45
H35 2.52 -5.03 2.39
H36 2.85 -2.32 2.79
H37 3.12 -3.51 4.06
H38 1.61 -2.79 4.06
C25 -5.41 3.83 -1.09
C26 -6.70 3.58 -1.74
O21 -7.66 4.35 -1.53
N3 -6.77 2.48 -2.53
C27 -8.03 2.08 -3.18
H39 -4.94 2.88 -0.83
H40 -5.35 4.52 -0.25
H41 -4.78 4.28 -1.86
H42 -5.90 1.99 -2.64
H43 -8.85 1.64 -2.61
H44 -7.77 1.33 -3.94
H45 -8.43 2.97 -3.66
C28 -2.98 -0.19 -1.02
C29 -3.78 -0.10 -2.36
O22 -4.73 0.64 -2.39
N4 -3.44 -0.76 -3.41
C30 -4.16 -0.77 -4.73
H46 -3.70 -0.23 -0.20
H47 -2.36 0.68 -0.83
H48 -2.33 -1.07 -0.97
H49 -2.58 -1.28 -3.32
H50 -3.63 -0.22 -5.51
H51 -5.22 -0.55 -4.70
H52 -4.17 -1.83 -4.97
C31 -4.76 -4.91 -2.67
C32 -4.74 -4.24 -1.35
O23 -5.67 -3.53 -1.02
N5 -3.73 -4.45 -0.53
C33 -3.58 -3.81 0.76
H53 -5.16 -5.92 -2.56
H54 -3.72 -5.02 -2.97
H55 -5.35 -4.44 -3.45
H56 -2.98 -5.12 -0.66
H57 -4.50 -3.29 1.05
H58 -2.73 -3.14 0.66
H59 -3.42 -4.58 1.52
C34 0.12 0.82 -3.61
C35 0.24 -0.44 -4.45
O24 -0.70 -1.23 -4.35
N6 1.31 -0.45 -5.22
C36 1.64 -1.50 -6.18
H60 1.06 1.32 -3.39
H61 -0.25 0.57 -2.62
H62 -0.53 1.55 -4.09
H63 1.78 0.43 -5.37
H64 2.67 -1.78 -5.95
H65 1.55 -1.15 -7.21
H66 1.03 -2.37 -5.96
C37 -0.19 -3.31 -1.50
C38 -0.84 -4.43 -2.32
O25 -1.21 -5.43 -1.74
N7 -0.99 -4.24 -3.59
C39 -1.64 -5.18 -4.53
H67 -0.24 -2.32 -1.96
H68 0.86 -3.49 -1.28
H69 -0.66 -3.19 -0.52
H70 -0.69 -3.32 -3.88
H71 -2.32 -4.69 -5.23
H72 -2.12 -6.05 -4.09
H73 -0.83 -5.60 -5.13
C40 -0.32 2.10 6.99
C41 -0.09 2.32 5.53
O26 -1.01 2.05 4.76
N8 1.11 2.71 5.17
C42 1.62 3.13 3.87
H74 -1.37 2.07 7.31
H75 0.01 3.03 7.46
H76 0.26 1.34 7.49
H77 1.77 2.66 5.93
H78 0.83 3.03 3.12
H79 2.42 2.46 3.55
H80 1.93 4.17 4.01
C43 0.77 4.44 -5.37
C44 1.60 5.23 -6.31
O27 1.40 6.42 -6.55
N9 2.63 4.58 -6.84
C45 3.59 5.25 -7.75
H81 -0.28 4.75 -5.39
H82 1.13 4.36 -4.35
H83 0.63 3.42 -5.73
H84 2.74 3.58 -6.71
H85 3.28 6.19 -8.21
H86 3.82 4.50 -8.51
H87 4.54 5.30 -7.21
Cl1 3.89 -4.95 -1.28
C46 4.79 -3.42 -0.90
C47 3.74 -2.31 -0.60
Cl2 3.02 -1.78 -2.06
H88 5.25 -3.07 -1.83
H89 5.49 -3.56 -0.09
H90 4.18 -1.45 -0.10
H91 2.93 -2.60 0.08
Cl3 0.27 -7.26 7.03
C48 0.05 -5.53 7.32
C49 -0.05 -4.68 5.99
Cl4 -1.46 -5.04 5.01
H92 0.90 -5.19 7.91
H93 -0.89 -5.40 7.85
H94 0.81 -4.84 5.33
H95 -0.15 -3.61 6.18

Mulliken population analysis, charges in e, atoms 1 to 5: 0.04 0.28 -0.13 0.37 -0.46

No. 3
Below is a structure of composition C4Br2Cl2O4 in a non-equilibrium geometry, with properties calculated with ωB97M-V/def2-TZVPD.

HOMO energy in Eh: -0.0407
Frontier orbital gap in eV: 6.356
ΔE to the lowest compared entry with this formula, charge and spin in kcal/mol: 0.00
Net charge: -2

Cartesian coordinates (Å):
C1 1.28 1.59 -1.15
C2 -0.85 -1.75 0.63
C3 -0.26 1.07 -0.64
C4 -0.09 -0.52 1.18
O1 1.84 2.39 -0.42
O2 -2.04 -1.72 0.91
O3 1.61 0.98 -2.10
O4 -0.19 -2.60 0.04
Cl1 -1.10 0.24 -1.95
Cl2 1.52 -0.91 1.55
Br1 -1.37 2.51 0.12
Br2 -0.96 0.21 2.61

Mulliken population analysis, charges in e, atoms 1 to 5: 0.65 0.52 -0.01 0.23 -0.68

No. 4
Below is the molecule C4H10 in a non-equilibrium geometry, with properties calculated with ωB97M-V/def2-TZVPD.

HOMO energy in Eh: -0.4111
SMILES: CCCC
Frontier orbital gap in eV: 12.517
ΔE to the lowest compared entry with this formula, charge and spin in kcal/mol: 5.07

Cartesian coordinates (Å):
C1 0.83 1.30 1.20
C2 0.04 0.77 -0.03
C3 -0.04 -0.76 0.00
C4 -0.89 -1.33 -1.15
H1 1.87 1.07 1.09
H2 0.68 2.39 1.30
H3 0.43 0.85 2.12
H4 -0.96 1.19 0.03
H5 0.51 1.16 -0.97
H6 0.99 -1.15 -0.16
H7 -0.48 -1.01 0.95
H8 -0.58 -0.91 -2.11
H9 -1.94 -1.03 -1.02
H10 -0.82 -2.42 -1.15

Mulliken population analysis, charges in e, atoms 1 to 5: -1.20 -0.42 -0.32 -1.22 0.33

No. 5
Below is a structure of composition C4H10AgO2 in a non-equilibrium geometry, with properties calculated with ωB97M-V/def2-TZVPD.

Expectation value of S²: 0.757
HOMO energy (alpha / beta) in Eh: -0.2075 / -0.2821
Multiplicity: 2
Frontier orbital gap (alpha / beta) in eV: 4.258 / 6.255
ΔE to the lowest compared entry with this formula, charge and spin in kcal/mol: 72.38

Cartesian coordinates (Å):
O1 1.42 1.69 2.07
C1 1.44 0.41 2.05
C2 -0.04 0.28 2.06
O2 -0.68 1.03 1.09
C3 -2.09 1.07 1.12
Ag1 0.81 2.81 0.14
H1 2.00 -0.12 2.83
H2 1.41 -0.70 0.50
H3 -0.48 0.28 3.07
H4 -0.11 -0.92 1.39
H5 -2.41 1.64 0.24
H6 -2.49 0.05 1.07
H7 -2.39 1.64 2.01
C4 0.69 -1.66 -0.19
H8 -0.23 -2.22 -0.05
H9 0.52 -1.08 -1.11
H10 1.46 -2.41 -0.41

Mulliken population analysis, charges in e, atoms 1 to 5: -0.65 -0.50 -0.17 -0.06 -0.76

No. 6
Below is a structure of composition C4H10AlS3SbSe2 in a non-equilibrium geometry, with properties calculated with ωB97M-V/def2-TZVPD.

Expectation value of S²: 0.759
HOMO energy (alpha / beta) in Eh: -0.4529 / -0.4469
Multiplicity: 2
Frontier orbital gap (alpha / beta) in eV: 8.294 / 5.593
ΔE to the lowest compared entry with this formula, charge and spin in kcal/mol: 0.00
Net charge: +1

Cartesian coordinates (Å):
Al1 -1.18 -9.50 -2.00
C1 -4.26 -10.21 -0.50
Se1 -3.00 -11.36 -1.36
C2 -3.71 -11.56 -3.20
C3 -3.48 -10.37 -4.10
Se2 -1.45 -10.19 -4.69
C4 -1.43 -8.32 -5.08
H1 -3.84 -9.33 -0.18
H2 -4.52 -10.76 0.43
H3 -5.17 -10.05 -1.10
H4 -4.72 -11.73 -2.88
H5 -3.26 -12.37 -3.75
H6 -3.54 -9.41 -3.63
H7 -3.90 -10.42 -5.11
H8 -1.93 -7.58 -4.41
H9 -1.81 -8.25 -6.08
H10 -0.38 -7.93 -5.03
S1 -1.12 -9.10 0.41
Sb1 -0.48 -6.96 -0.76
S2 0.89 -8.64 -2.26
S3 -2.45 -7.55 -2.17

Mulliken population analysis, charges in e, atoms 1 to 5: 0.61 -0.90 0.21 -0.78 -0.74

No. 7
Below is a structure of composition C4H10AsF8N3O6S2Tl in a non-equilibrium geometry, with properties calculated with ωB97M-V/def2-TZVPD.

HOMO energy in Eh: -0.5104
Frontier orbital gap in eV: 2.566
ΔE to the lowest compared entry with this formula, charge and spin in kcal/mol: 12.58
Net charge: +1

Cartesian coordinates (Å):
Tl1 0.90 -0.89 -1.23
As1 -3.35 -0.53 0.25
F1 -3.49 0.79 -0.85
F2 -4.80 -0.11 1.03
F3 -3.15 -1.91 1.28
F4 -1.76 -0.89 -0.43
F5 -2.51 0.50 1.42
F6 -4.11 -1.55 -0.89
N1 3.15 0.67 -0.93
S1 3.25 2.13 -0.30
O1 3.05 3.25 -1.15
O2 4.19 2.27 0.74
F7 1.86 2.11 0.47
S2 4.70 0.67 -1.65
O3 5.74 0.43 -0.74
O4 4.85 1.45 -2.82
F8 4.45 -0.78 -2.24
O5 0.11 -2.91 0.71
C1 -0.46 -3.76 1.42
N2 -1.27 -3.37 2.39
C2 -0.27 -5.20 1.09
H1 -1.52 -2.40 2.51
H2 -1.57 -4.01 3.11
H3 0.67 -5.40 0.59
H4 -1.08 -5.43 0.38
H5 -0.55 -5.89 1.89
O6 -0.59 1.64 -0.89
C3 -0.74 2.84 -0.60
N3 -1.35 3.19 0.53
C4 -0.37 3.90 -1.60
H6 -1.75 2.45 1.11
H7 -1.27 4.15 0.85
H8 0.59 4.32 -1.28
H9 -1.08 4.74 -1.55
H10 -0.48 3.54 -2.62

Mulliken population analysis, charges in e, atoms 1 to 5: 1.16 1.99 -0.49 -0.49 -0.49

No. 8
Below is the molecule C4H10BBrO2 in a non-equilibrium geometry, with properties calculated with ωB97M-V/def2-TZVPD.

HOMO energy in Eh: -0.3577
SMILES: CC[C@@](C)(Br)B(O)O
Frontier orbital gap in eV: 9.763
ΔE to the lowest compared entry with this formula, charge and spin in kcal/mol: 0.00

Cartesian coordinates (Å):
C1 -0.45 1.63 -1.94
C2 -0.80 1.06 -0.62
C3 -0.07 -0.29 -0.29
C4 -0.62 -0.85 1.04
Br1 -1.00 -1.94 -1.64
B1 1.40 -0.43 -0.63
O1 1.82 -0.62 -1.95
O2 2.32 -0.36 0.38
H1 -0.93 0.99 -2.72
H2 -0.86 2.61 -1.98
H3 0.61 1.60 -2.18
H4 -1.83 1.11 -0.54
H5 -0.33 1.59 0.28
H6 -0.20 -0.34 1.79
H7 -0.35 -1.91 1.35
H8 -1.69 -0.69 0.96
H9 1.26 -0.63 -2.66
H10 3.26 -0.35 0.27

Mulliken population analysis, charges in e, atoms 1 to 5: -1.23 -0.25 0.29 -1.54 -0.27